(1)
Molecular formula: C104H90Cl6N2O13
Method: DFT, wB97M-V/def2-TZVPD

Results
**E_HOMO**: -5.0 eV
**HOMO-LUMO gap**: 3.273 eV
**Largest force on an atom**: 4.8 eV/Å
**Electronic energy**: -214037.0405 eV

Geometry as ORCA input:
```
! wB97M-V def2-TZVPD RIJCOSX def2/J DEFGRID3
* xyz 0 1
C 2.638 -0.534 -2.194
C 1.420 0.362 -2.264
C 0.188 -0.188 -1.636
C 0.409 -0.317 -0.110
N -0.829 -0.866 0.746
C -2.159 -0.147 0.481
C -2.949 -0.068 1.804
C -2.052 -0.662 2.908
C -0.655 -0.627 2.313
C -1.063 -2.367 0.503
H 2.454 -1.571 -2.476
H 3.036 -0.586 -1.181
H 3.527 -0.170 -2.708
H 1.367 0.531 -3.340
H 1.629 1.325 -1.798
H -0.194 -1.069 -2.151
H -0.676 0.453 -1.815
H 0.743 0.636 0.299
H 1.136 -1.108 0.071
H -2.739 -0.596 -0.325
H -1.815 0.810 0.087
H -3.834 -0.677 1.621
H -3.159 0.978 2.028
H -2.191 -1.731 3.073
H -2.049 -0.165 3.877
H -0.032 -1.358 2.829
H -0.077 0.290 2.425
H -1.185 -2.519 -0.569
H -1.941 -2.714 1.049
H -0.210 -2.892 0.934
C -4.710 -3.700 3.432
O -4.853 -3.019 4.661
H -3.995 -3.129 2.839
H -4.284 -4.703 3.411
H -5.669 -3.691 2.914
Cl -0.563 -4.666 3.204
C 1.137 -4.884 3.708
C 1.807 -3.518 3.929
Cl 2.381 -2.842 2.405
H 1.763 -5.558 3.123
H 1.052 -5.313 4.706
H 2.619 -3.533 4.656
H 1.083 -2.794 4.303
Cl -5.870 -0.076 8.473
C -5.354 0.205 6.747
C -3.978 -0.448 6.596
Cl -2.709 0.384 7.570
H -5.438 1.269 6.523
H -6.078 -0.297 6.105
H -3.804 -0.487 5.521
H -3.921 -1.494 6.898
Cl 4.877 4.515 -6.625
C 3.280 4.197 -5.883
C 3.517 3.412 -4.577
Cl 3.996 1.706 -4.940
H 2.736 3.650 -6.652
H 2.723 5.125 -5.752
H 2.624 3.403 -3.952
H 4.383 3.819 -4.055
C -6.420 -4.894 -1.395
C -6.100 -4.103 -0.149
C -5.510 -2.730 -0.390
C -4.403 -2.707 -1.432
N -3.467 -2.709 -2.154
H -5.547 -4.875 -2.047
H -7.298 -4.511 -1.916
H -6.697 -5.911 -1.119
H -5.475 -4.697 0.518
H -7.046 -4.139 0.390
H -5.249 -2.353 0.599
H -6.288 -2.081 -0.794
C 1.932 -3.916 -4.852
C 2.948 -4.666 -5.444
C 3.547 -5.731 -4.807
C 3.011 -6.143 -3.565
C 1.937 -5.422 -2.964
C 1.353 -4.290 -3.672
C 1.466 -5.787 -1.579
O 0.405 -5.315 -1.169
C 2.156 -6.908 -0.871
C 1.785 -7.197 0.437
C 2.445 -8.130 1.187
C 3.557 -8.791 0.708
C 3.971 -8.456 -0.593
C 3.232 -7.581 -1.445
C 3.603 -7.316 -2.935
O 4.557 -7.958 -3.506
H 1.592 -3.021 -5.352
H 3.369 -4.414 -6.406
H 4.524 -6.090 -5.096
H 0.639 -3.618 -3.219
H 1.018 -6.665 0.980
H 2.110 -8.339 2.192
H 4.050 -9.467 1.391
H 4.887 -8.936 -0.905
C -0.837 4.544 5.785
C -0.780 3.253 5.357
C -0.572 2.973 4.029
C -0.473 4.048 3.076
C -0.777 5.383 3.535
C -0.826 5.585 4.913
C -0.705 6.544 2.586
O -0.944 7.660 2.958
C 0.109 6.311 1.284
C 0.700 7.378 0.606
C 1.491 7.191 -0.504
C 1.672 5.949 -1.008
C 1.164 4.818 -0.315
C 0.439 5.003 0.876
C -0.023 3.829 1.702
O 0.134 2.676 1.248
H -0.957 4.879 6.805
H -0.665 2.407 6.019
H -0.380 1.934 3.804
H -0.912 6.567 5.353
H 0.434 8.395 0.855
H 1.785 8.125 -0.961
H 2.208 5.956 -1.945
H 1.285 3.784 -0.602
C 5.510 -6.120 1.499
C 6.512 -7.027 1.101
C 7.149 -6.854 -0.148
C 6.636 -5.919 -1.112
C 5.588 -5.025 -0.687
C 5.165 -5.068 0.653
C 5.018 -4.030 -1.735
O 4.094 -3.272 -1.465
C 5.733 -3.928 -3.059
C 5.341 -2.847 -3.923
C 5.960 -2.645 -5.163
C 7.047 -3.413 -5.511
C 7.455 -4.499 -4.683
C 6.747 -4.811 -3.479
C 7.141 -5.935 -2.545
O 7.971 -6.794 -2.852
H 5.080 -6.189 2.487
H 6.784 -7.837 1.762
H 7.845 -7.629 -0.433
H 4.396 -4.401 1.012
H 4.544 -2.177 -3.636
H 5.466 -1.855 -5.710
H 7.567 -3.183 -6.430
H 8.169 -5.224 -5.046
C 5.890 -0.332 -0.869
C 5.485 -1.024 0.282
C 4.605 -0.378 1.224
C 4.327 1.023 1.084
C 4.810 1.706 -0.036
C 5.585 1.045 -0.988
C 4.760 3.219 -0.112
O 5.419 3.857 -0.884
C 4.072 3.953 1.019
C 4.071 5.398 1.049
C 3.565 6.077 2.197
C 2.970 5.352 3.195
C 2.929 3.957 3.185
C 3.497 3.273 2.087
C 3.496 1.748 2.084
O 2.830 1.071 2.931
H 6.507 -0.833 -1.599
H 5.969 -1.981 0.411
H 4.221 -0.946 2.058
H 5.894 1.631 -1.841
H 4.533 5.999 0.280
H 3.546 7.157 2.186
H 2.645 5.875 4.083
H 2.448 3.393 3.970
C -4.536 6.570 4.071
C -5.165 7.580 3.329
C -6.092 7.279 2.370
C -6.248 6.036 1.885
C -5.638 4.995 2.624
C -4.828 5.279 3.739
C -5.949 3.508 2.372
O -5.378 2.606 2.953
C -7.005 3.240 1.328
C -7.505 1.958 1.299
C -8.461 1.601 0.388
C -9.031 2.543 -0.451
C -8.695 3.888 -0.280
C -7.622 4.285 0.578
C -7.218 5.740 0.772
O -7.675 6.591 0.033
H -3.961 6.805 4.955
H -4.856 8.582 3.585
H -6.564 8.129 1.900
H -4.244 4.524 4.244
H -7.107 1.151 1.896
H -8.744 0.561 0.313
H -9.787 2.345 -1.196
H -9.166 4.698 -0.817
C -2.818 5.745 -1.361
C -3.943 4.993 -1.013
C -4.286 3.715 -1.442
C -3.316 3.146 -2.238
C -2.098 3.848 -2.641
C -1.855 5.111 -2.110
C -1.056 3.236 -3.507
O 0.005 3.874 -3.735
C -1.362 1.921 -4.102
C -0.527 1.408 -5.099
C -0.783 0.102 -5.669
C -1.915 -0.623 -5.261
C -2.697 -0.103 -4.216
C -2.467 1.170 -3.638
C -3.540 1.715 -2.724
O -4.510 1.040 -2.442
H -2.678 6.761 -1.021
H -4.634 5.420 -0.302
H -5.218 3.205 -1.248
H -0.853 5.480 -2.271
H 0.367 1.933 -5.400
H -0.135 -0.336 -6.413
H -2.239 -1.492 -5.813
H -3.606 -0.632 -3.972
*
```

These are the Mulliken partial charges, in e, on atoms 1 to 99:
1 C -0.080
2 C 0.884
3 C 1.266
4 C 0.196
5 N 0.882
6 C 0.427
7 C -0.208
8 C -0.229
9 C 1.304
10 C -0.235
11 H -0.219
12 H -0.620
13 H 0.426
14 H -0.232
15 H -0.583
16 H 0.269
17 H -0.873
18 H -0.386
19 H -0.156
20 H -0.011
21 H -0.230
22 H -0.130
23 H 0.239
24 H -0.246
25 H 0.710
26 H -0.613
27 H -0.707
28 H 0.081
29 H 0.467
30 H -0.354
31 C -0.265
32 O -0.866
33 H -0.114
34 H 0.204
35 H 0.134
36 Cl -0.055
37 C -0.206
38 C -1.119
39 Cl 0.163
40 H 0.015
41 H 0.413
42 H 0.447
43 H 0.388
44 Cl -0.238
45 C -0.350
46 C 0.129
47 Cl -0.239
48 H 0.214
49 H 0.337
50 H -0.189
51 H 0.351
52 Cl -0.208
53 C -0.430
54 C -0.158
55 Cl -0.127
56 H 0.292
57 H 0.369
58 H -0.274
59 H 0.551
60 C -1.347
61 C -0.724
62 C 0.722
63 C 0.285
64 N -0.551
65 H 0.373
66 H 0.289
67 H 0.378
68 H 0.293
69 H 0.442
70 H -0.272
71 H 0.210
72 C -0.215
73 C -1.008
74 C -0.616
75 C 0.673
76 C 0.365
77 C -1.033
78 C 0.777
79 O -0.716
80 C 0.372
81 C -1.023
82 C -0.330
83 C -1.026
84 C -0.311
85 C 0.268
86 C 0.121
87 O -0.662
88 H 0.568
89 H 0.384
90 H 0.585
91 H 0.722
92 H 0.704
93 H 0.449
94 H 0.454
95 H 0.523
96 C -0.865
97 C -0.998
98 C -0.018
99 C 0.726

---

(2)
Molecular formula: C108H108N4O20
Method: DFT, wB97M-V/def2-TZVPD

Results
**E_HOMO**: -8.2 eV
**HOMO-LUMO gap**: 6.860 eV
**Structure (SMILES)**: O=C1c2ccccc2C(=O)c2ccccc21.O=C1c2ccccc2C(=O)c2ccccc21.O=C1c2ccccc2C(=O)c2ccccc21.O=C1c2ccccc2C(=O)c2ccccc21.O=C1c2ccccc2C(=O)c2ccccc21.O=C1c2ccccc2C(=O)c2ccccc21.COCCNCCOC.COCCNCCOC.COCCNCCOC.COCCNCCOC
**Largest force on an atom**: 3.6 eV/Å
**Electronic energy**: -160652.5182 eV

Geometry as ORCA input:
```
! wB97M-V def2-TZVPD RIJCOSX def2/J DEFGRID3
* xyz 0 1
O 4.063 0.447 -0.439
C 5.129 0.695 -1.001
C 6.238 1.248 -0.083
C 6.015 1.411 1.328
C 7.057 1.922 2.046
C 8.316 2.145 1.476
C 8.542 1.933 0.184
C 7.481 1.547 -0.624
C 7.708 1.383 -2.023
O 8.839 1.579 -2.507
C 6.669 0.793 -2.893
C 7.060 0.475 -4.182
C 6.179 -0.125 -5.038
C 4.955 -0.494 -4.567
C 4.564 -0.172 -3.273
C 5.463 0.401 -2.429
H 5.085 0.987 1.717
H 6.910 2.083 3.099
H 9.133 2.481 2.137
H 9.504 2.058 -0.272
H 8.082 0.726 -4.551
H 6.486 -0.425 -6.060
H 4.222 -0.922 -5.197
H 3.597 -0.485 -2.893
O -2.783 5.258 6.002
C -2.648 5.504 4.792
C -1.383 6.155 4.358
C -0.421 6.271 5.328
C 0.810 6.805 4.957
C 1.047 7.075 3.621
C 0.043 6.940 2.661
C -1.207 6.524 3.047
C -2.285 6.294 2.037
O -2.161 6.746 0.931
C -3.464 5.477 2.424
C -4.333 5.080 1.474
C -5.481 4.405 1.863
C -5.748 4.202 3.180
C -4.813 4.596 4.170
C -3.665 5.198 3.785
H -0.741 6.008 6.326
H 1.592 6.880 5.703
H 2.042 7.387 3.275
H 0.274 7.051 1.605
H -4.108 5.282 0.426
H -6.166 3.999 1.112
H -6.699 3.841 3.543
H -5.078 4.526 5.168
O 6.861 3.492 -7.931
C 6.014 2.628 -7.746
C 5.916 1.423 -8.629
C 6.787 1.299 -9.790
C 6.624 0.196 -10.577
C 5.594 -0.751 -10.341
C 4.729 -0.529 -9.267
C 4.933 0.496 -8.416
C 3.947 0.644 -7.317
O 3.300 -0.347 -6.992
C 3.913 1.921 -6.564
C 2.892 2.217 -5.692
C 2.860 3.366 -4.958
C 3.943 4.268 -5.158
C 4.989 3.970 -5.997
C 5.003 2.777 -6.679
H 7.484 2.052 -10.109
H 7.388 -0.040 -11.382
H 5.478 -1.606 -11.001
H 3.897 -1.195 -9.164
H 2.112 1.502 -5.481
H 2.115 3.621 -4.254
H 3.961 5.209 -4.622
H 5.821 4.670 -6.196
O -1.231 0.011 5.907
C -0.083 -0.166 5.509
C 1.018 -0.511 6.385
C 0.765 -0.828 7.728
C 1.754 -1.284 8.575
C 3.074 -1.405 8.039
C 3.339 -1.066 6.733
C 2.313 -0.582 5.921
C 2.620 -0.311 4.474
O 3.738 -0.145 4.024
C 1.516 -0.213 3.535
C 1.737 -0.252 2.140
C 0.634 -0.142 1.358
C -0.680 -0.040 1.894
C -0.890 -0.024 3.255
C 0.230 -0.074 4.060
H -0.288 -0.877 8.010
H 1.565 -1.519 9.604
H 3.872 -1.775 8.725
H 4.306 -1.164 6.330
H 2.708 -0.304 1.740
H 0.690 -0.316 0.269
H -1.549 -0.033 1.250
H -1.815 -0.035 3.807
O 0.874 3.003 7.754
C 1.675 2.937 6.810
C 1.198 3.039 5.381
C -0.177 3.000 5.132
C -0.585 3.135 3.843
C 0.290 3.330 2.796
C 1.648 3.296 2.968
C 2.092 3.102 4.327
C 3.530 2.830 4.609
O 4.362 2.997 3.704
C 4.019 2.669 5.977
C 5.348 2.279 6.184
C 5.820 2.118 7.467
C 4.935 2.121 8.528
C 3.616 2.458 8.283
C 3.164 2.803 7.040
H -0.859 2.754 5.960
H -1.627 3.149 3.547
H -0.162 3.446 1.804
H 2.418 3.368 2.205
H 5.936 2.157 5.291
H 6.883 1.869 7.605
H 5.342 1.978 9.553
H 2.872 2.334 9.047
O -2.219 3.645 -0.115
C -1.345 3.036 -0.749
C 0.027 3.566 -0.993
C 0.381 4.764 -0.416
C 1.702 5.129 -0.501
C 2.664 4.328 -1.132
C 2.296 3.093 -1.608
C 0.942 2.771 -1.600
C 0.554 1.508 -2.225
O 1.390 0.963 -2.899
C -0.683 0.897 -1.873
C -0.984 -0.383 -2.290
C -2.206 -0.872 -1.947
C -3.177 -0.156 -1.261
C -2.848 1.108 -0.899
C -1.605 1.691 -1.211
H -0.405 5.307 0.089
H 2.062 5.994 0.004
H 3.674 4.760 -1.181
H 2.859 2.353 -2.216
H -0.159 -0.890 -2.809
H -2.482 -1.901 -2.143
H -4.101 -0.636 -1.022
H -3.577 1.683 -0.334
C 2.127 -2.772 -5.674
O 0.910 -2.739 -6.418
C -0.211 -3.329 -5.811
C -1.411 -3.221 -6.712
N -1.101 -3.888 -7.941
C -0.859 -3.007 -9.066
C 0.567 -2.842 -9.432
O 0.784 -3.459 -10.718
C 2.126 -3.395 -11.091
H 2.462 -3.857 -5.616
H 1.936 -2.364 -4.708
H 2.854 -2.218 -6.245
H -0.313 -2.885 -4.791
H -0.083 -4.405 -5.561
H -1.737 -2.204 -6.905
H -2.198 -3.770 -6.208
H -1.718 -4.706 -8.054
H -1.410 -2.065 -9.043
H -1.203 -3.522 -9.925
H 1.161 -3.291 -8.611
H 0.797 -1.767 -9.490
H 2.308 -2.475 -11.700
H 2.459 -4.298 -11.630
H 2.869 -3.446 -10.275
C -4.655 -0.201 2.347
O -4.767 -0.819 3.565
C -4.495 -2.229 3.432
C -4.164 -2.805 4.807
N -3.637 -4.175 4.759
C -4.553 -5.309 5.048
C -5.087 -6.015 3.835
O -3.936 -6.504 3.047
C -3.034 -7.480 3.580
H -4.642 0.865 2.563
H -5.489 -0.437 1.695
H -3.738 -0.484 1.788
H -3.708 -2.352 2.754
H -5.384 -2.823 3.124
H -5.098 -2.680 5.352
H -3.321 -2.171 5.187
H -2.627 -4.331 4.985
H -5.399 -4.987 5.644
H -4.007 -5.989 5.726
H -5.723 -5.345 3.259
H -5.712 -6.858 4.095
H -2.954 -7.458 4.669
H -2.052 -7.216 3.169
H -3.276 -8.517 3.336
C -5.525 -2.956 -1.450
O -5.874 -1.844 -0.740
C -6.528 -0.773 -1.435
C -8.032 -1.085 -1.599
N -8.772 -1.071 -0.387
C -10.135 -1.543 -0.564
C -11.144 -0.620 -1.208
O -10.725 -0.194 -2.519
C -11.355 1.025 -2.947
H -4.973 -2.613 -2.338
H -6.349 -3.587 -1.775
H -4.789 -3.526 -0.894
H -6.006 -0.529 -2.378
H -6.404 0.072 -0.818
H -8.175 -2.064 -2.149
H -8.470 -0.313 -2.295
H -8.379 -1.657 0.290
H -10.503 -1.905 0.406
H -10.031 -2.436 -1.201
H -11.225 0.338 -0.645
H -12.113 -1.099 -1.230
H -11.183 1.837 -2.245
H -12.414 0.889 -3.116
H -10.860 1.398 -3.885
C 1.333 -4.928 -1.777
O 0.158 -4.445 -1.205
C -0.006 -4.948 0.117
C -1.239 -4.286 0.774
N -1.149 -4.569 2.206
C -0.433 -3.581 2.973
C 0.190 -4.089 4.237
O -0.776 -4.414 5.202
C -0.205 -5.045 6.315
H 1.391 -6.013 -1.886
H 2.177 -4.638 -1.166
H 1.482 -4.382 -2.677
H 0.932 -4.802 0.690
H -0.218 -6.018 0.169
H -2.200 -4.664 0.499
H -1.327 -3.178 0.694
H -2.100 -4.769 2.562
H -0.966 -2.670 3.130
H 0.429 -3.188 2.295
H 0.905 -3.396 4.694
H 0.689 -5.065 3.962
H 0.399 -4.427 7.035
H 0.549 -5.760 6.009
H -0.904 -5.580 6.894
*
```

These are the Mulliken partial charges, in e, on atoms 1 to 99:
1 O -0.496
2 C 0.571
3 C -0.120
4 C -0.480
5 C 0.345
6 C -0.707
7 C -0.960
8 C 0.448
9 C 0.630
10 O -0.741
11 C 0.978
12 C -0.875
13 C -0.024
14 C -0.501
15 C 0.148
16 C -0.880
17 H 0.128
18 H 0.396
19 H 0.357
20 H 0.529
21 H 0.418
22 H 0.459
23 H 0.197
24 H 0.397
25 O -0.736
26 C 0.821
27 C 0.289
28 C -0.778
29 C -0.516
30 C -0.832
31 C -0.324
32 C 0.662
33 C 0.295
34 O -0.663
35 C 0.463
36 C -0.541
37 C -0.584
38 C -0.850
39 C -0.744
40 C 0.254
41 H 0.529
42 H 0.408
43 H 0.360
44 H 0.599
45 H 0.424
46 H 0.444
47 H 0.457
48 H 0.697
49 O -0.694
50 C 0.461
51 C 0.806
52 C -1.123
53 C -0.379
54 C -0.629
55 C -0.759
56 C 0.306
57 C 0.098
58 O -0.761
59 C 0.268
60 C 0.098
61 C -0.768
62 C -0.877
63 C -0.823
64 C 0.633
65 H 0.487
66 H 0.285
67 H 0.432
68 H 0.579
69 H 0.426
70 H 0.886
71 H 0.417
72 H 0.475
73 O -0.851
74 C 0.650
75 C -0.082
76 C -0.862
77 C -1.105
78 C -0.708
79 C -0.922
80 C 1.285
81 C -0.386
82 O -0.774
83 C 1.801
84 C -1.713
85 C 0.018
86 C 0.570
87 C -0.763
88 C 1.307
89 H 0.487
90 H 0.537
91 H 0.360
92 H 0.652
93 H 0.551
94 H 0.195
95 H -1.055
96 H 0.616
97 O -0.716
98 C 0.465
99 C 1.537